Record 1
93
Properties=species:S:1:pos:R:3:forces:R:3 method="wB97M-V/def2-TZVPD" smiles="CCCC[PH2](I)CCCOC(C)=O.CCOS(C)(=O)=O.CCOS(C)(=O)=O.CCOS(C)(=O)=O.CCOS(C)(=O)=O" gap_ev=8.479 multiplicity=1
C -0.914173 -0.652996 -7.621453 0.272 -0.117 0.422
C 0.451650 -1.240578 -7.202368 -0.607 0.159 -0.072
C 0.528398 -1.371173 -5.685719 0.150 0.270 -0.123
C 1.931385 -1.560074 -5.078555 0.108 -0.010 -0.384
P 2.424270 -3.307034 -4.814029 -0.558 0.279 2.165
I 3.226186 -3.607205 -7.294078 0.286 -0.194 -0.880
C 1.996381 -3.387232 -2.955937 -0.144 -0.436 -0.123
C 0.554771 -3.840215 -2.673075 0.080 0.388 0.096
C -0.051541 -3.188400 -1.438934 0.333 -0.575 0.001
O 0.077931 -1.762472 -1.406599 -0.069 0.154 -0.277
C -0.655212 -1.079160 -2.294619 -1.185 -0.041 -0.894
C -0.380784 0.396986 -2.255289 0.408 -0.425 0.665
O -1.470979 -1.580108 -3.052523 0.862 0.126 0.828
H -1.324192 -1.162910 -8.485115 -0.061 0.023 -0.192
H -1.621258 -0.757329 -6.800273 -0.209 -0.068 -0.004
H -0.837383 0.409240 -7.834181 -0.027 0.125 -0.099
H 0.579624 -2.197288 -7.691656 0.267 -0.130 -0.027
H 1.237080 -0.567710 -7.535467 0.264 -0.112 -0.145
H 0.156956 -0.427789 -5.284130 -0.075 0.059 0.152
H -0.170181 -2.125117 -5.330582 -0.081 -0.109 0.064
H 2.688246 -1.098792 -5.708051 0.021 -0.003 -0.172
H 1.964818 -1.048069 -4.121691 0.070 -0.211 0.281
H 3.740322 -3.671814 -4.516599 0.068 0.147 -0.343
H 1.454293 -4.283847 -5.064137 0.176 -0.033 -0.435
H 2.670143 -4.127532 -2.522322 0.151 -0.037 0.002
H 2.215540 -2.454798 -2.442378 0.062 0.226 -0.076
H 0.554138 -4.906008 -2.453420 -0.102 -0.179 -0.155
H -0.091787 -3.680268 -3.534113 -0.107 0.041 -0.071
H -1.087115 -3.489573 -1.320674 -0.223 0.167 -0.020
H 0.498022 -3.537910 -0.572387 -0.021 0.147 0.226
H -1.251809 0.955083 -2.561072 -0.118 0.087 -0.200
H 0.477995 0.606583 -2.887808 0.001 0.130 -0.222
H -0.086575 0.659759 -1.242344 -0.024 0.216 0.065
O -5.509222 3.106184 1.794624 -0.132 -0.057 -0.166
S -4.122264 3.005847 1.458157 0.386 0.038 0.386
O -3.698064 3.178229 0.102743 -0.124 0.045 -0.152
O -3.550447 1.630831 2.013844 0.018 0.103 0.120
C -4.217712 0.409631 1.639041 -0.076 -0.387 -0.190
C -3.836781 -0.024434 0.239665 -0.024 0.104 -0.199
C -3.177091 4.061462 2.501967 0.037 -0.008 0.004
H -5.296921 0.523568 1.750718 0.017 0.158 -0.004
H -3.887046 -0.324579 2.371279 0.085 0.110 0.082
H -4.235813 0.656761 -0.510761 -0.032 -0.007 0.019
H -4.226711 -1.022018 0.034282 0.002 -0.020 0.049
H -2.753112 -0.038669 0.119471 0.023 -0.068 0.085
H -3.470405 3.889878 3.533268 0.010 -0.018 0.011
H -3.401692 5.083174 2.204421 -0.036 -0.003 -0.036
H -2.120783 3.847383 2.358035 0.007 -0.012 0.012
O 0.577156 1.588395 6.318264 -0.149 -0.050 0.060
S 0.834614 2.668249 5.416290 0.318 0.036 -0.198
O -0.255364 3.429701 4.888575 -0.159 0.022 0.063
O 1.740164 2.140855 4.226428 0.078 0.085 0.164
C 1.294787 0.959129 3.520380 -0.192 -0.358 -0.310
C 0.168727 1.271715 2.560835 -0.208 0.172 0.013
C 2.014143 3.766630 6.121275 0.051 0.026 0.008
H 1.010971 0.188840 4.238759 0.005 0.103 0.105
H 2.172235 0.602239 2.985272 0.100 0.154 0.055
H -0.737083 1.547971 3.100501 -0.025 -0.067 -0.010
H -0.055203 0.399422 1.945206 0.059 -0.053 0.027
H 0.435183 2.107236 1.913778 0.084 -0.045 -0.026
H 2.858825 3.187707 6.482728 0.002 -0.015 -0.002
H 1.520723 4.277939 6.944338 -0.043 -0.017 0.000
H 2.320072 4.480080 5.361142 -0.020 0.002 -0.018
O 2.903828 4.282515 -0.880985 -0.051 -0.154 -0.075
S 2.665230 4.812213 0.425998 0.064 0.366 0.049
O 1.779801 4.131828 1.318385 -0.038 -0.201 0.037
O 2.204119 6.325406 0.290485 0.135 -0.044 0.068
C 1.113028 6.608770 -0.616213 -0.417 0.096 -0.256
C -0.237883 6.255278 -0.026757 0.084 -0.146 0.116
C 4.195751 5.110769 1.239635 0.032 0.031 0.012
H 1.286343 6.093091 -1.561365 0.085 -0.063 0.056
H 1.181195 7.677772 -0.805093 0.126 0.012 0.093
H -0.352030 5.178414 0.090180 -0.004 -0.002 -0.031
H -1.031302 6.613125 -0.682680 0.022 0.033 -0.028
H -0.357451 6.711986 0.955681 -0.012 0.056 -0.018
H 4.845171 5.667166 0.570393 -0.004 0.006 -0.015
H 4.626360 4.139397 1.471046 -0.033 -0.033 -0.016
H 4.002402 5.666409 2.152859 -0.022 0.000 0.007
O -0.380278 -4.749803 1.428515 0.105 0.098 -0.071
S -1.098738 -4.834507 2.664706 -0.155 -0.306 0.145
O -1.056383 -3.742185 3.584046 0.043 0.162 -0.043
O -0.674228 -6.171487 3.408485 -0.138 0.044 -0.051
C 0.738728 -6.419362 3.586239 0.470 -0.064 0.115
C 1.328512 -5.614787 4.726584 -0.130 0.147 -0.029
C -2.773539 -5.270165 2.352278 -0.025 -0.043 -0.015
H 1.259607 -6.229088 2.646998 -0.099 0.053 -0.037
H 0.808787 -7.484916 3.793103 -0.155 -0.018 -0.015
H 1.339245 -4.549965 4.498844 0.006 -0.004 -0.017
H 2.353101 -5.936563 4.912772 0.001 -0.053 -0.019
H 0.743995 -5.753940 5.635310 0.023 -0.052 0.018
H -2.794839 -6.127398 1.685834 0.012 -0.008 -0.003
H -3.243021 -4.408800 1.882832 0.034 0.034 -0.002
H -3.256563 -5.494780 3.298944 0.008 0.012 0.020

=====

Record 2
13
Properties=species:S:1:pos:R:3:forces:R:3 method="wB97M-V/def2-TZVPD" charge=+1 gap_ev="7.320 / 6.483" multiplicity=3
C 0.509781 -0.726284 -0.751228 -1.494 2.937 0.315
C -0.205480 -0.359807 0.547300 1.017 -2.501 0.652
C 0.290334 0.333593 -1.781509 -2.076 -1.353 -1.428
N -2.126656 1.054354 0.987208 -1.899 1.556 0.783
N -1.221174 0.326376 0.775241 0.846 -0.049 -0.442
O 1.203054 -1.673807 -0.648040 0.974 -1.450 -1.155
P 0.512394 -1.299398 1.875668 1.345 -0.769 -1.792
H -0.806647 0.597537 -2.001752 1.555 -0.545 0.704
H 0.817610 1.201868 -1.567051 0.806 1.814 1.182
H 0.733268 0.077675 -2.703660 0.337 -0.791 -1.250
H -1.951685 2.055748 1.020190 -0.556 0.396 -0.336
H 0.374124 -0.388159 2.828305 -0.269 1.140 1.928
H 1.871078 -1.199696 1.419327 -0.584 -0.384 0.839

=====

Record 3
99
Properties=species:S:1:pos:R:3:forces:R:3 method="wB97M-V/def2-TZVPD" charge=-1 relative_energy_kcal_mol=9.4 gap_ev="6.505 / 7.122" multiplicity=4
V -0.433590 0.451506 0.880737 0.925 -0.503 0.147
C 2.552552 -1.408118 0.837387 0.030 -0.050 -0.092
N 1.725947 -0.576184 1.710066 -0.119 0.134 0.016
C 1.304448 -1.430851 2.842805 0.084 -0.104 0.065
C -0.074557 -1.098474 3.387612 0.103 0.007 -0.020
N -0.913938 -1.027441 2.215642 -0.762 0.018 -0.082
C -2.223564 -1.398487 2.325117 0.139 0.070 0.058
C -3.034122 -1.315822 3.464308 -0.145 0.032 0.217
F -2.542760 -0.791925 4.608708 0.009 0.016 -0.095
C -4.366455 -1.693077 3.479295 0.127 -0.017 -0.036
F -5.081350 -1.557304 4.607075 -0.003 -0.030 -0.048
C -4.969878 -2.190718 2.341198 0.052 0.052 -0.045
F -6.253670 -2.590329 2.364192 -0.004 0.036 -0.054
C -4.207423 -2.285512 1.186336 -0.013 0.018 0.124
F -4.740352 -2.800695 0.070724 -0.074 -0.013 -0.045
C -2.881990 -1.906359 1.196987 -0.238 -0.162 -0.192
F -2.188599 -2.086944 0.051351 0.043 0.085 0.164
C 2.503595 0.587987 2.158405 0.204 -0.033 0.115
C 1.638590 1.636660 2.833050 0.167 -0.143 -0.128
N 0.587115 1.951646 1.894585 -0.603 0.303 0.004
C -0.219179 3.029712 2.168545 0.248 -0.069 -0.028
C -0.607353 3.514868 3.422410 -0.081 0.041 0.244
F -0.180096 2.905256 4.550432 -0.014 -0.013 -0.065
C -1.479226 4.578927 3.594325 0.059 -0.044 -0.100
F -1.826604 4.956790 4.832086 -0.007 0.016 -0.010
C -2.014330 5.230813 2.501517 0.056 -0.106 -0.080
F -2.879163 6.245510 2.652004 0.012 0.009 0.011
C -1.636815 4.800486 1.239266 -0.030 0.035 0.049
F -2.115744 5.428033 0.151282 0.008 -0.008 0.034
C -0.752153 3.754312 1.093487 -0.214 0.265 -0.180
F -0.380469 3.438562 -0.161670 0.009 -0.069 -0.013
H 3.336010 -1.930858 1.406803 -0.009 0.017 0.005
H 3.042747 -0.810638 0.076453 -0.024 0.077 -0.082
H 1.932007 -2.150414 0.336609 -0.020 -0.020 0.028
H 2.093219 -1.434168 3.611232 -0.078 0.055 0.037
H 1.224197 -2.446614 2.451611 0.035 0.017 0.008
H -0.075398 -0.189656 4.000389 -0.012 0.008 -0.071
H -0.374404 -1.916771 4.054855 0.039 0.012 -0.024
H 2.954354 1.044497 1.273651 -0.047 -0.005 -0.029
H 3.324253 0.262792 2.820117 -0.034 0.025 0.006
H 2.267375 2.516006 3.038878 -0.004 -0.032 -0.010
H 1.303263 1.272677 3.810642 -0.029 -0.014 -0.062
N 2.266973 0.684173 -1.851936 -0.259 -0.039 0.044
C 2.206958 1.456468 -3.002363 0.020 -0.024 -0.104
C 3.377888 1.977750 -3.561526 -0.043 -0.055 0.022
C 3.337436 2.680436 -4.749784 0.021 0.059 -0.069
C 2.133010 2.887403 -5.413078 0.042 -0.049 0.088
C 0.970669 2.381760 -4.854961 -0.089 0.002 -0.053
C 0.979331 1.668987 -3.659834 0.072 -0.017 0.002
P -0.506176 1.121497 -2.764279 0.031 0.025 0.136
C -1.842461 2.089477 -3.542747 -0.019 0.045 0.018
C -2.855146 1.521587 -4.310314 0.025 0.001 -0.039
C -3.913110 2.297368 -4.769297 0.013 -0.010 -0.013
C -3.964852 3.649929 -4.474820 -0.011 0.048 0.008
C -2.951196 4.229106 -3.720509 -0.025 -0.013 -0.012
C -1.904686 3.454242 -3.251842 -0.096 -0.062 -0.031
C -0.835503 -0.559274 -3.385231 0.057 -0.076 0.048
C -0.093044 -1.195214 -4.373616 0.016 0.012 -0.061
C -0.376329 -2.508362 -4.726725 -0.027 0.010 0.006
C -1.408100 -3.192562 -4.100231 -0.002 0.007 -0.003
C -2.152316 -2.565218 -3.108431 0.002 -0.044 -0.027
C -1.859956 -1.260891 -2.746406 0.005 0.004 -0.007
H 1.387542 0.622494 -1.328766 0.443 0.053 -0.140
H 3.064518 0.855943 -1.263289 0.016 0.098 0.042
H 4.321057 1.818987 -3.051457 0.019 0.003 0.000
H 4.257666 3.076581 -5.161575 0.007 0.002 -0.006
H 2.099778 3.440032 -6.341143 0.008 0.020 -0.037
H 0.020837 2.552897 -5.348066 0.000 0.005 -0.009
H -2.823561 0.465672 -4.547251 -0.019 0.003 0.000
H -4.698473 1.837394 -5.356315 -0.011 0.002 -0.005
H -4.793342 4.252468 -4.824101 -0.014 0.002 -0.003
H -2.987717 5.282427 -3.475295 -0.007 0.023 0.001
H -1.141492 3.907651 -2.637511 0.122 0.036 0.119
H 0.711873 -0.665479 -4.868374 0.017 0.022 0.006
H 0.211959 -2.995158 -5.494230 0.009 -0.016 -0.012
H -1.624150 -4.217135 -4.375593 -0.011 -0.009 -0.002
H -2.946705 -3.094298 -2.597363 -0.006 -0.002 0.008
H -2.416250 -0.786032 -1.946916 -0.012 0.035 -0.006
C -7.119542 0.737489 1.523215 0.018 -0.017 0.070
C -6.953400 0.151457 0.152960 -0.005 -0.043 -0.051
C -7.655306 -0.973276 -0.255469 0.041 -0.002 0.079
C -7.447609 -1.511825 -1.512397 -0.016 -0.102 -0.048
Cl -8.332946 -2.945230 -1.986506 0.028 0.050 0.009
C -6.538979 -0.953273 -2.386686 0.027 0.006 -0.034
C -5.837549 0.181370 -2.001203 -0.068 0.020 0.107
C -6.052268 0.735313 -0.743061 0.165 0.167 0.102
O -5.467803 1.895599 -0.309641 0.069 -0.037 -0.225
C -4.101552 2.116340 -0.649065 -0.114 -0.024 0.118
C -3.147001 1.497360 0.382013 -0.074 -0.007 -0.075
O -3.395800 1.555943 1.574870 -0.058 -0.046 0.037
O -2.086317 0.989754 -0.155211 -0.094 0.074 0.246
H -7.697520 0.065636 2.156170 -0.013 -0.010 0.022
H -7.625144 1.704281 1.484207 -0.005 0.008 -0.029
H -6.143547 0.915725 1.978384 0.009 -0.011 -0.009
H -8.344555 -1.453396 0.425385 -0.025 -0.009 0.030
H -6.378677 -1.392458 -3.362009 0.002 -0.004 0.003
H -5.145329 0.631669 -2.697590 0.040 0.040 0.001
H -3.948028 3.197436 -0.644908 -0.022 -0.010 0.055
H -3.862325 1.757359 -1.645486 0.018 -0.059 -0.059

=====

Record 4
11
Properties=species:S:1:pos:R:3:forces:R:3 method="wB97M-V/def2-TZVPD" smiles="C#CCC(N)=O" relative_energy_kcal_mol=29.0 gap_ev=10.681 multiplicity=1
N -0.103459 -1.605601 0.671827 0.077 0.056 0.127
C 0.741005 -0.924969 -0.158211 0.151 -0.110 0.021
O 1.912148 -1.212690 -0.296408 -0.413 0.108 0.018
C 0.071142 0.199232 -0.956347 0.033 0.018 -0.119
C -0.344934 1.321186 -0.113776 -0.133 0.424 0.331
C -0.667186 2.251340 0.578933 0.127 -0.397 -0.238
H 0.327367 -2.239578 1.329581 -0.079 0.075 -0.109
H -0.990550 -1.200577 0.931303 0.157 -0.033 -0.053
H 0.795197 0.538233 -1.700692 -0.094 -0.054 0.087
H -0.802860 -0.206873 -1.480998 0.147 0.054 0.045
H -0.937870 3.080296 1.194788 0.027 -0.140 -0.109

=====

no.,electronic energy (eV)
1,-112013.92230
2,-17511.23992
3,-132974.96208
4,-7765.26917